The following is a DFT calculation (ωB97M-V/def2-TZVPD) of C46H50AsCsN8O6STe as an isolated structure in a non-equilibrium geometry.

XYZ file:
```
114
Properties=species:S:1:pos:R:3:forces:R:3
Cs 0.0460 0.4106 0.4771 -0.047 -0.095 -2.903
O -8.2931 0.9511 1.5423 -0.038 -0.107 -0.107
N -7.5409 0.0152 1.3381 0.317 0.131 0.322
O -7.8219 -1.1390 1.6073 -0.106 0.116 -0.170
C -6.2010 0.3088 0.7668 -0.510 0.218 0.081
C -5.9960 1.6075 0.4311 0.246 -0.256 -0.095
C -4.7715 2.0150 -0.1785 -0.066 -0.271 0.057
C -4.4542 3.3587 -0.4538 0.097 0.060 -0.029
C -3.2345 3.6562 -0.9979 0.004 -0.026 0.023
C -2.3537 2.5983 -1.3026 -0.220 0.151 0.009
N -2.6454 1.3381 -1.0734 -0.013 -0.172 0.080
C -3.8198 1.0367 -0.4942 0.050 0.095 0.136
C -4.0426 -0.3489 -0.1003 0.025 0.058 -0.028
N -3.0437 -1.2071 -0.3757 -0.020 -0.031 -0.028
C -3.1208 -2.4421 0.0625 -0.039 -0.012 -0.046
C -4.2135 -2.9000 0.8095 -0.032 0.041 -0.017
C -5.2653 -2.0565 1.0570 0.061 -0.138 0.026
C -5.2158 -0.7290 0.5828 0.170 0.126 -0.091
H -6.7664 2.3369 0.6279 -0.046 -0.008 0.016
H -5.1606 4.1392 -0.1964 -0.013 0.002 -0.001
H -2.9062 4.6714 -1.1712 -0.017 0.033 0.012
H -1.3688 2.7917 -1.7149 0.063 -0.002 -0.077
H -2.2863 -3.0998 -0.1705 0.014 0.006 0.011
H -4.2157 -3.9148 1.1833 -0.013 -0.007 -0.001
H -6.1143 -2.4027 1.6209 0.041 0.018 -0.029
O -1.2772 -2.2724 6.9263 -0.012 0.017 0.035
C -1.0659 -1.2844 5.9960 -0.015 0.062 -0.002
O -0.8055 -0.1787 6.3733 0.017 -0.079 0.017
C -1.1689 -1.7075 4.5964 0.018 -0.075 -0.071
C -1.3655 -2.9866 4.0945 -0.035 0.080 -0.042
N -1.3141 -2.9000 2.7640 0.177 -0.145 0.042
N -1.0467 -1.6490 2.3489 -0.026 0.035 0.291
C -0.9641 -0.9072 3.4419 -0.099 0.001 0.041
C -0.6852 0.5895 3.2865 -0.121 0.009 0.536
O -1.6256 1.3601 3.4678 -0.350 -0.002 0.006
O 0.4679 0.8551 2.8627 0.396 0.375 1.833
H -1.4504 -3.1037 6.4732 -0.010 -0.005 0.010
H -1.5203 -3.9443 4.5657 0.034 -0.041 0.030
H -1.1752 -3.6715 2.0949 -0.067 0.076 0.068
N 3.0083 -1.6501 -1.1196 -0.048 -0.028 -0.113
H 2.5086 -2.2499 -0.4661 -0.017 0.017 -0.019
H 3.5416 -2.2841 -1.7070 -0.007 0.015 0.008
H 2.2947 -1.2526 -1.7276 -0.019 -0.016 0.035
C 4.7572 -2.8540 2.1688 -0.021 -0.163 0.035
C 4.7733 -1.3530 1.9323 0.038 0.243 -0.030
As 3.0042 -0.5072 2.2156 0.174 -0.129 0.071
C 3.0212 -0.4161 4.1857 0.091 0.125 -0.074
C 2.5051 -1.6694 4.8729 -0.027 -0.139 0.055
C 3.5681 1.3714 1.9152 0.016 -0.090 0.025
C 4.3825 1.5599 0.6407 0.047 0.042 -0.063
H 5.7049 -3.3159 1.8771 0.011 -0.003 -0.001
H 3.9661 -3.3408 1.5935 -0.013 0.009 -0.012
H 4.5854 -3.1017 3.2172 0.001 0.006 0.014
H 5.0233 -1.1518 0.8891 -0.001 0.014 0.017
H 5.5225 -0.8589 2.5616 -0.007 -0.015 -0.025
H 2.3755 0.4297 4.4224 -0.013 0.013 -0.021
H 4.0395 -0.1698 4.5070 -0.035 -0.017 0.016
H 1.5671 -1.9990 4.4230 -0.019 0.011 -0.003
H 2.3153 -1.4916 5.9347 0.002 0.000 0.013
H 3.2085 -2.5013 4.7958 -0.012 0.015 -0.004
H 4.1327 1.6759 2.8030 -0.005 0.067 -0.073
H 2.6698 1.9939 1.8770 -0.021 -0.179 0.122
H 5.3884 1.1481 0.7393 0.007 -0.015 0.011
H 4.4795 2.6189 0.3886 0.005 -0.017 0.002
H 3.9121 1.0664 -0.2123 -0.018 0.008 -0.004
C -3.8360 -0.8398 -4.2174 -0.123 -0.002 -0.068
C -2.3486 -0.8445 -4.1707 -0.060 -0.035 -0.029
C -1.3894 -0.8514 -5.1639 -0.081 0.008 0.030
C -0.1584 -0.8149 -4.4795 -0.056 0.043 0.147
N -0.3582 -0.7882 -3.1699 0.442 -0.029 -0.004
N -1.6824 -0.8198 -3.0076 0.077 0.030 0.071
C 1.2242 -0.8043 -5.0398 0.070 -0.006 -0.027
H -4.1798 -0.9549 -5.2448 -0.002 0.002 0.011
H -4.2409 0.0967 -3.8284 -0.011 0.027 0.020
H -4.2560 -1.6551 -3.6261 -0.006 -0.019 0.018
H -1.5560 -0.8692 -6.2276 -0.014 -0.006 -0.042
H -2.0605 -0.7516 -2.0627 -0.022 -0.024 -0.081
H 1.2101 -0.5578 -6.1015 -0.007 0.002 -0.014
H 1.7047 -1.7777 -4.9238 0.004 -0.013 0.001
H 1.8360 -0.0634 -4.5255 0.013 0.012 0.019
C 5.9319 4.5822 -2.9081 0.042 0.016 -0.023
C 4.9335 5.1745 -2.1429 0.056 0.055 0.019
C 3.7364 4.5214 -1.9164 -0.049 -0.033 -0.019
C 3.4982 3.2518 -2.4530 0.070 0.058 -0.021
C 4.5114 2.6687 -3.2152 -0.036 -0.042 0.025
C 5.7122 3.3214 -3.4426 0.064 0.008 -0.021
C 2.2305 2.5271 -2.2303 0.243 0.130 0.093
C 1.1621 2.9767 -1.5953 -0.647 -0.314 -0.114
C 0.6281 4.1232 -1.0207 0.240 0.048 0.038
C 0.5015 4.2754 0.3917 0.116 -0.122 -0.006
C -0.1826 5.3256 0.9534 -0.084 0.114 0.096
C -0.7844 6.3138 0.1697 -0.014 0.020 0.018
C -0.6580 6.1988 -1.2124 -0.086 0.125 -0.034
C 0.0129 5.1470 -1.7996 0.004 -0.014 -0.174
H 6.8696 5.0959 -3.0801 0.025 0.010 0.001
H 5.0952 6.1550 -1.7107 0.007 0.026 0.002
H 2.9655 4.9843 -1.3153 -0.018 0.016 0.022
H 4.3474 1.6780 -3.6253 -0.004 -0.021 -0.004
H 6.4816 2.8398 -4.0348 0.024 0.000 -0.012
H 2.2445 1.5161 -2.6434 -0.034 -0.088 -0.013
H 0.9470 3.5243 1.0317 -0.003 -0.032 0.105
H -0.2596 5.3687 2.0337 -0.006 0.015 0.028
H -1.3229 7.1377 0.6197 -0.003 0.006 0.002
H -1.0992 6.9540 -1.8571 -0.013 0.023 -0.001
H 0.0788 5.0823 -2.8807 0.009 0.002 0.007
Te 0.4428 -4.8459 0.4818 -0.069 -0.121 -0.059
C -0.3005 -6.4919 -0.6173 0.075 0.245 0.184
C -1.4159 -7.2577 -0.4025 0.006 0.128 0.093
C -1.5915 -8.2950 -1.3519 0.040 -0.126 -0.163
C -0.6041 -8.3192 -2.2917 -0.082 -0.078 -0.007
S 0.5311 -7.0655 -2.0059 0.006 -0.017 -0.031
H -2.0893 -7.0726 0.4213 -0.019 0.009 0.046
H -2.4168 -8.9938 -1.3358 -0.025 -0.030 -0.016
H -0.4991 -8.9984 -3.1215 0.016 -0.023 -0.040
```
Forces are in eV/Å.

Properties
Total charge: -2
Multiplicity: 1
Energy above the lowest of the compared OMol25 structures with the same formula, charge and spin, eV: 1.088
LUMO, eV: 2.4
Orbital gap, eV: 3.85
E_tot, eV: -152233.311
HOMO energy, eV: -1.41